No. 1
The following is a DFT calculation (ωB97M-V/def2-TZVPD) of a cluster of 2 separate species, C2H8 in total.

Atoms and positions in Å:
C1 5.6489 4.6919 11.3232
H1 4.7062 5.2084 11.0894
H2 6.1491 4.3996 10.3882
H3 5.4365 3.7937 11.9217
H4 6.3044 5.3658 11.8943
C2 7.9222 5.1284 8.6673
H5 8.4667 5.4554 9.5655
H6 7.6122 6.0086 8.0850
H7 7.0326 4.5545 8.9662
H8 8.5774 4.4942 8.0520

SMILES string = C.C
molecular weight = 32.086 g mol⁻¹
Kohn-Sham gap = 0.504 Eh
lowest unoccupied orbital energy = 1.2 eV
energy above the lowest of the compared OMol25 structures with the same formula, charge and spin = 0.1301 eV

No. 2
The following is a DFT calculation (ωB97M-V/def2-TZVPD) of a structure of composition HO3P2S2.

Atoms and positions in Å:
O1 1.5876 3.2351 -0.2576
O2 1.4231 -1.1253 -1.5308
O3 4.3474 0.8561 0.2771
P1 3.8131 1.5039 -0.9474
P2 2.9858 0.0371 -2.6157
S1 1.5250 1.4360 -2.8646
S2 1.7156 1.8235 -0.6455
H1 1.3760 -1.8975 -0.8049

molecular weight = 175.087 g mol⁻¹
net charge = -1
Kohn-Sham gap = 0.265 Eh
lowest unoccupied orbital energy = 3.1 eV
energy above the lowest of the compared OMol25 structures with the same formula, charge and spin = 5.3290 eV

No. 3
The following is a DFT calculation (ωB97M-V/def2-TZVPD) of an isolated molecule of C3H9NS2.

Atoms and positions in Å:
C1 -1.0145 0.3767 2.1037
N1 -1.1399 0.3087 0.6958
C2 0.0003 0.4564 -0.2691
C3 1.1511 -0.4804 -0.3539
S1 0.8370 -1.5689 -1.9153
S2 1.2850 -0.0604 -3.2239
H1 -0.8091 1.3630 2.4699
H2 -0.3797 -0.4757 2.5663
H3 -1.8522 0.1654 2.6577
H4 -1.5137 -0.6307 0.4859
H5 -0.4615 0.7392 -1.3027
H6 0.4603 1.4104 -0.0644
H7 1.0893 -1.2252 0.4359
H8 2.0997 -0.0491 -0.3917
H9 0.2478 -0.3292 -3.8941

SMILES string = CNCCSS
molecular weight = 123.246 g mol⁻¹
Kohn-Sham gap = 0.327 Eh
lowest unoccupied orbital energy = 0.5 eV
energy above the lowest of the compared OMol25 structures with the same formula, charge and spin = 1.7934 eV

No. 4
The following is a DFT calculation (ωB97M-V/def2-TZVPD) of an isolated molecule of C5H10N2S.

Atoms and positions in Å:
N1 -2.0875 -0.6523 -0.4020
C1 -0.9060 0.2068 -0.3726
C2 -0.0311 0.3926 0.9404
C3 0.4329 -1.0294 1.3183
S1 0.8545 -1.8518 -0.2192
C4 0.2899 -0.3638 -1.1781
C5 1.3353 0.7671 -0.9835
N2 1.1151 1.2044 0.4263
H1 -2.7669 -0.3622 0.3637
H2 -1.7968 -1.5744 -0.2332
H3 -1.2310 1.2121 -0.6739
H4 -0.5592 0.8670 1.8091
H5 -0.3853 -1.5323 1.8692
H6 1.2602 -0.9571 1.9961
H7 0.0405 -0.5503 -2.2236
H8 1.1954 1.6322 -1.6527
H9 2.3637 0.4168 -1.1311
H10 0.8763 2.1746 0.3470

SMILES string = N[C@H]1[C@H]2CS[C@@H]1CN2
molecular weight = 130.216 g mol⁻¹
Kohn-Sham gap = 0.344 Eh
lowest unoccupied orbital energy = 0.9 eV
energy above the lowest of the compared OMol25 structures with the same formula, charge and spin = 0.6853 eV

Copy entry 1 word for word.
The following is a DFT calculation (ωB97M-V/def2-TZVPD) of a cluster of 2 separate species, C2H8 in total.

Atoms and positions in Å:
C1 5.6489 4.6919 11.3232
H1 4.7062 5.2084 11.0894
H2 6.1491 4.3996 10.3882
H3 5.4365 3.7937 11.9217
H4 6.3044 5.3658 11.8943
C2 7.9222 5.1284 8.6673
H5 8.4667 5.4554 9.5655
H6 7.6122 6.0086 8.0850
H7 7.0326 4.5545 8.9662
H8 8.5774 4.4942 8.0520

SMILES string = C.C
molecular weight = 32.086 g mol⁻¹
Kohn-Sham gap = 0.504 Eh
lowest unoccupied orbital energy = 1.2 eV
energy above the lowest of the compared OMol25 structures with the same formula, charge and spin = 0.1301 eV

> Look up the Kohn-Sham gap of the fourth one.

0.344 Eh

> Which of these has the lowest molecular weight?

C2H8